(1)
{"formula": "C32H26F6MnN2O4P2S3", "method": "the ωB97M-V functional and the def2-TZVPD basis", "species": ["H", "H", "H", "H", "C", "C", "C", "F", "C", "H", "H", "H", "C", "H", "H", "H", "F", "C", "O", "C", "C", "O", "C", "S", "C", "S", "N", "O", "C", "N", "F", "F", "C", "C", "Mn", "H", "P", "C", "C", "C", "H", "H", "C", "H", "S", "C", "H", "C", "C", "C", "F", "C", "H", "P", "H", "O", "C", "C", "H", "C", "H", "C", "C", "H", "C", "C", "C", "H", "C", "H", "F", "H", "H", "C", "H", "H"], "coordinates": [[1.463, -5.062, -1.288], [2.979, -2.447, 2.628], [-0.084, -2.299, 3.789], [0.444, 1.977, 4.695], [1.788, -4.497, -0.427], [-1.352, 2.162, -2.345], [-0.124, 2.907, 1.599], [6.463, 0.061, -0.554], [-1.634, 1.044, -3.126], [-2.257, 2.608, -6.055], [-3.651, 1.986, -1.603], [-3.913, -3.865, 2.757], [-0.726, 3.453, 0.339], [-5.825, 1.449, -0.610], [-1.137, 4.283, -2.281], [-0.740, 4.006, 3.391], [3.218, 1.517, -4.260], [-0.890, -2.391, 3.076], [2.993, -1.697, -3.004], [-4.989, 0.707, 1.220], [-1.386, 3.434, -2.899], [3.855, -1.300, -0.061], [-3.698, 1.566, -0.610], [2.613, -0.413, -2.536], [-1.711, 3.593, -4.234], [3.827, 0.095, -0.337], [0.587, 1.741, 1.443], [2.964, 0.868, 0.517], [1.207, -3.278, -0.144], [3.740, 0.449, -1.857], [2.323, -0.210, -5.169], [5.674, 2.028, -0.182], [1.451, -0.153, 2.753], [-2.002, 2.482, -5.011], [1.103, 0.846, -0.214], [-1.731, 4.582, -4.667], [0.750, -0.983, 1.241], [0.376, 2.094, 3.631], [-4.923, 1.256, -0.049], [-1.824, -1.960, 0.908], [-1.574, 0.057, -2.680], [2.542, -0.131, 2.655], [5.530, 0.741, 0.102], [3.268, -5.922, 0.160], [1.574, 2.554, -1.445], [-1.961, 1.211, -4.459], [-3.868, 0.101, 2.943], [-3.043, -3.280, 2.496], [-2.948, -2.694, 1.244], [-0.254, 3.162, 2.943], [5.750, 0.576, 1.410], [2.285, 0.594, -4.105], [1.190, -0.652, 3.690], [-0.911, 1.869, -0.623], [-3.756, -2.809, 0.536], [1.404, -0.393, -1.729], [-2.523, 1.348, 0.102], [-0.788, -1.801, 1.822], [4.011, -4.620, 2.113], [-2.018, -3.119, 3.413], [-1.740, -1.495, -0.068], [-2.597, 0.842, 1.396], [2.798, -4.978, 0.388], [0.428, -2.880, -0.782], [3.215, -4.246, 1.487], [2.635, -3.026, 1.783], [0.868, 1.229, 2.681], [-5.947, 0.442, 1.641], [-3.824, 0.512, 1.946], [-2.179, 0.351, -5.076], [1.091, 1.177, -4.103], [-2.089, -3.569, 4.394], [-1.693, 3.930, 0.514], [1.628, -2.543, 0.961], [-0.038, 4.124, -0.184], [-1.690, 0.701, 1.967]], "multiplicity": 2, "e_lumo_ev": [-2.05, -1.91], "s_squared": 0.93, "homo_ev": [-7.794, -7.779], "orbital_gap_ha": [0.2112, 0.2155]}

(2)
{"formula": "C32H27AgBrN4O2P", "method": "the ωB97M-V functional and the def2-TZVPD basis", "species": ["C", "C", "H", "H", "Ag", "H", "C", "C", "C", "C", "H", "O", "C", "H", "Br", "N", "H", "H", "P", "H", "H", "H", "N", "H", "C", "C", "H", "C", "H", "H", "C", "C", "H", "C", "O", "H", "C", "C", "C", "C", "C", "C", "C", "N", "H", "C", "C", "H", "H", "H", "C", "C", "C", "H", "C", "H", "C", "H", "C", "C", "H", "H", "H", "H", "C", "N", "C", "C"], "coordinates": [[-4.671, -1.355, 0.454], [-3.508, 3.788, -2.114], [1.697, -5.832, -0.863], [-2.478, 2.104, -2.948], [0.613, 0.874, 0.911], [-4.841, -3.206, 1.525], [4.804, 2.459, 1.508], [-3.372, 4.038, 0.272], [6.003, 0.885, 0.145], [-2.589, 2.898, 0.345], [-4.201, 0.468, -0.567], [0.020, -1.391, 2.123], [3.678, 1.661, 1.428], [-1.163, -2.651, -1.469], [7.519, 3.155, 0.974], [2.503, -0.297, 0.646], [-3.853, 4.141, -3.077], [2.769, 1.964, 1.939], [-1.245, 0.696, -0.572], [-2.397, -3.459, 1.821], [1.874, -0.667, -4.085], [4.891, -0.796, -0.550], [0.290, -2.388, 0.100], [4.781, 3.385, 2.067], [5.968, 2.062, 0.870], [-2.279, 2.178, -0.810], [0.750, 3.581, 4.781], [2.127, -3.959, 0.039], [-3.610, 4.588, 1.172], [-2.894, -0.410, -2.796], [-2.735, 2.635, -2.041], [4.865, 0.095, 0.063], [1.234, 0.303, -1.898], [-0.314, -3.107, -0.982], [0.346, 2.191, 2.842], [6.907, 0.594, -0.372], [0.472, -0.036, -2.591], [1.372, -4.819, -0.675], [3.678, 0.454, 0.717], [-3.835, 4.484, -0.961], [-0.151, -1.070, -4.667], [0.830, -0.593, -3.812], [-1.927, -1.649, 0.787], [0.528, 0.442, 4.285], [0.498, 0.126, 5.237], [-2.799, -2.602, 1.294], [-1.850, -0.444, -3.087], [-0.287, -4.847, -2.127], [1.010, 2.319, 5.900], [0.357, -0.234, 3.544], [-2.426, -0.536, 0.098], [0.482, 1.754, 3.992], [-1.491, -0.996, -4.305], [0.126, -1.515, -5.614], [1.709, -2.602, 0.266], [3.640, -2.023, 0.643], [-3.803, -0.400, -0.055], [3.102, -4.258, 0.410], [0.180, -4.300, -1.318], [-0.453, -1.813, 1.060], [-2.197, 2.568, 1.302], [-5.739, -1.235, 0.328], [-4.438, 5.380, -1.022], [-2.254, -1.381, -4.970], [2.634, -1.617, 0.517], [0.579, 2.626, 5.046], [-4.168, -2.459, 1.126], [-0.870, 0.049, -2.228]], "e_lumo_ev": 0.57, "homo_ev": -6.090, "orbital_gap_ha": 0.2448}

(3)
{"formula": "C32H27BO7S", "method": "the ωB97M-V functional and the def2-TZVPD basis", "species": ["C", "H", "C", "C", "H", "H", "C", "H", "C", "O", "O", "H", "O", "C", "C", "H", "C", "C", "H", "H", "H", "C", "H", "C", "C", "H", "C", "C", "H", "C", "H", "C", "C", "C", "C", "H", "C", "C", "H", "C", "C", "S", "H", "H", "O", "C", "H", "C", "C", "H", "H", "C", "O", "O", "H", "H", "H", "C", "H", "C", "H", "C", "O", "H", "B", "H", "C", "C"], "coordinates": [[1.367, -3.727, 4.012], [-1.310, -6.847, 6.718], [3.320, -1.340, -1.325], [-0.431, -5.333, 4.678], [3.750, -1.544, -2.338], [5.369, -2.950, -1.017], [-2.309, 3.675, -3.267], [2.831, -2.306, 3.330], [-5.053, 3.698, -5.837], [-4.072, 7.332, -2.562], [-1.455, -5.930, 4.404], [-0.116, -3.482, 0.451], [-1.811, 2.579, -3.447], [1.351, -4.773, 6.340], [0.295, -3.544, 1.452], [1.873, -2.153, 1.074], [1.377, 0.439, -3.530], [-3.541, 6.261, -2.783], [-0.203, 3.226, -1.658], [-2.226, 7.682, -0.914], [3.221, -0.539, -4.192], [-1.760, 4.591, -2.239], [0.973, 1.104, -0.021], [2.860, 0.497, -4.048], [-5.674, 4.915, -5.572], [1.327, 1.166, -2.679], [0.186, -5.470, 6.020], [-0.303, -4.371, 2.392], [1.821, -5.928, 9.491], [-3.470, 4.120, -4.075], [3.880, -0.443, -0.951], [-2.339, 5.842, -2.021], [1.954, -2.886, 3.069], [-5.188, 5.741, -4.570], [-3.957, 3.298, -5.087], [-6.535, 5.222, -6.153], [1.419, -2.794, 1.793], [1.939, -4.942, 7.592], [3.401, 2.026, -2.938], [-1.788, 6.706, -1.079], [1.071, -0.979, -2.859], [0.687, -0.246, 0.018], [2.864, 1.033, -5.021], [-0.241, 6.995, 0.377], [2.963, -3.207, 5.656], [-0.400, -6.313, 6.961], [-5.670, 6.690, -4.370], [1.359, -5.794, 8.521], [-0.648, 4.201, -1.498], [1.512, -1.807, -3.459], [2.850, -4.412, 7.840], [-0.671, 6.319, -0.352], [3.746, 1.156, -3.145], [5.029, -2.439, -0.265], [-5.427, 3.060, -6.629], [-0.270, -7.134, 8.936], [0.626, 0.713, -4.293], [0.186, -6.474, 8.208], [-3.480, 2.348, -5.292], [-0.106, 5.063, -0.556], [0.762, 4.760, 0.018], [1.973, -3.848, 5.360], [3.619, -2.441, -0.454], [-1.179, -4.948, 2.125], [1.755, -0.895, -1.393], [-0.032, -1.111, -2.798], [-4.078, 5.351, -3.825], [0.227, -4.460, 3.677]], "smiles": "O=C1c2ccccc2C(=O)c2ccccc21.O=C1c2ccccc2C(=O)c2ccccc21.OCCCB(S)COO", "e_lumo_ev": -1.19, "homo_ev": -9.173, "de_lowest_kcal_mol": 15.5, "orbital_gap_ha": 0.2933}

(4)
{"formula": "C32H27BaClN4O5S", "method": "the ωB97M-V functional and the def2-TZVPD basis", "species": ["H", "H", "H", "C", "H", "C", "H", "H", "C", "C", "H", "O", "C", "C", "H", "C", "C", "H", "C", "C", "C", "H", "H", "H", "C", "O", "H", "C", "C", "C", "H", "N", "C", "C", "O", "N", "H", "H", "C", "C", "C", "H", "H", "H", "N", "C", "Ba", "C", "C", "H", "S", "H", "O", "H", "H", "H", "C", "C", "C", "Cl", "C", "H", "C", "C", "H", "N", "H", "O", "C", "C", "C"], "coordinates": [[-0.614, -1.307, -3.881], [1.168, 0.165, -4.875], [5.721, 1.776, 0.618], [-0.191, 1.159, -2.836], [-3.777, -2.984, 2.018], [4.311, 4.526, -0.765], [2.152, 5.957, -1.568], [-4.423, -2.837, 4.102], [1.040, -3.328, -3.707], [1.649, 0.077, -3.879], [-0.186, -0.799, 5.637], [-3.395, 2.394, 0.127], [-2.127, -1.492, 6.196], [-2.476, -2.161, 3.509], [-0.749, 1.241, -3.790], [-2.741, -2.588, 2.138], [6.152, -1.488, -0.212], [2.602, -3.939, -0.254], [-0.105, -1.245, -2.897], [4.713, -1.586, -2.581], [4.140, -1.015, -1.453], [6.698, -1.440, 0.721], [4.569, 5.489, -1.191], [0.614, -3.134, -4.691], [2.114, -3.756, -1.214], [-0.293, -1.320, 3.098], [7.723, -2.461, -1.297], [5.999, -2.105, -2.529], [-3.494, -2.390, 4.440], [5.265, 3.663, -0.309], [3.122, -0.645, -1.501], [3.156, 0.817, 0.853], [4.864, -0.976, -0.270], [4.930, 2.413, 0.247], [5.214, -0.097, 2.128], [-1.665, 0.734, 0.155], [-2.004, -1.242, 7.243], [-0.662, 2.937, -0.412], [0.357, 3.292, -0.487], [-3.326, -2.065, 5.762], [3.609, 2.008, 0.349], [3.101, -5.463, -2.091], [-0.907, 1.103, -2.014], [2.264, -0.821, -3.889], [0.674, -0.005, -2.817], [0.612, 4.566, -1.042], [0.677, -0.638, 0.856], [-1.114, -1.246, 5.305], [1.253, -2.653, -1.344], [-0.223, 5.166, -1.378], [4.109, -0.367, 1.233], [2.113, -5.091, -4.340], [3.161, -1.402, 1.631], [6.434, -2.560, -3.411], [2.290, 0.950, -3.732], [0.408, 2.065, -2.717], [-1.232, -1.558, 3.910], [1.904, 4.990, -1.143], [6.720, -2.053, -1.344], [-4.610, -2.367, 6.923], [2.424, -4.629, -2.257], [-0.890, -1.169, -2.140], [2.946, 4.153, -0.684], [-2.521, 1.555, 0.151], [4.135, -1.648, -3.492], [1.294, 2.489, -0.055], [6.314, 3.932, -0.365], [-1.997, -2.582, 1.183], [2.587, 2.902, -0.137], [0.742, -2.475, -2.644], [1.879, -4.422, -3.519]], "e_lumo_ev": 4.11, "total_charge": -2, "homo_ev": -1.900, "de_lowest_kcal_mol": 7.9, "orbital_gap_ha": 0.2208}